2 unconnected molecules or ions with the total composition C7H12F2OS, computed with ωB97M-V with the def2-TZVPD basis set.

Calculated values
SMILES string ... CO[C@H]1C[C@H]1S.C=CC(F)F
E_HOMO ... -8.7 eV
LUMO ... 0.94 eV
Relative energy (zero: lowest compared OMol25 entry of this formula, charge and spin) ... 26.4 kcal/mol
Calculated total energy ... -25768.0431 eV

The geometry in XYZ format:
```
23
Properties=species:S:1:pos:R:3:nbo_charge:R:1
C -1.3095 2.0927 -0.3789 -0.2481
O -0.7280 0.9134 0.1375 -0.5236
C -0.9993 -0.1926 -0.6469 0.1032
C -0.9564 -1.5177 0.0218 -0.4367
C -2.2825 -0.9768 -0.4643 -0.4127
S -3.5060 -0.3913 0.6993 -0.0233
H -0.9379 2.3102 -1.3914 0.1635
H -1.0239 2.9066 0.2895 0.1929
H -2.4060 2.0213 -0.4131 0.1753
H -0.6388 -0.1140 -1.6752 0.2025
H -0.7920 -1.4930 1.0961 0.2336
H -0.5211 -2.3614 -0.4987 0.2218
H -2.6949 -1.4165 -1.3681 0.2193
H -3.8306 -1.5901 1.2109 0.1204
C 2.9747 0.1004 1.6854 -0.3463
C 2.5891 0.5521 0.4996 -0.2657
C 2.2124 -0.3465 -0.6369 0.5442
F 2.1285 -1.6427 -0.2292 -0.3470
F 0.9905 0.0222 -1.1233 -0.3436
H 3.0293 -0.9646 1.8913 0.2096
H 3.2454 0.7796 2.4877 0.2060
H 2.5345 1.6147 0.2789 0.2161
H 2.9223 -0.3061 -1.4721 0.1386
```

=====

2 unconnected molecules or ions with the total composition C13H30B2NO9, computed with ωB97M-V with the def2-TZVPD basis set.

Calculated values
Charge ... -1
E_HOMO ... -4.2 eV
LUMO ... 2.77 eV
Calculated total energy ... -35242.7584 eV

The geometry in XYZ format:
```
55
Properties=species:S:1:pos:R:3:nbo_charge:R:1
C 1.0996 -2.3542 0.2136 -0.2428
O 1.8340 -2.0092 -0.9469 -0.7610
B 1.4114 -0.8817 -1.6645 0.9098
O 1.7313 -0.9681 -3.0101 -0.9012
B 0.6640 0.5487 -1.0365 0.4738
C 1.7369 1.7663 -0.7080 -0.6922
C 2.5403 1.5966 0.5651 -0.0491
O 3.3343 0.3937 0.5202 -0.7416
O -0.2810 0.3566 0.1089 -0.7234
C -1.3213 1.2666 -0.0396 0.0680
C -2.5391 0.7812 0.7571 -0.3977
C -3.9454 1.2848 0.3596 -0.4091
C -4.9346 0.1561 0.0007 -0.4080
C -5.3533 0.0641 -1.4524 -0.0749
O -5.8044 1.3496 -1.9279 -0.5256
C -5.8051 1.4751 -3.2617 0.6553
O -6.6663 2.0415 -3.8684 -0.5672
C -1.4420 1.5411 -1.5782 0.6250
N -1.6005 2.9712 -1.8933 -0.9066
O -2.5625 0.8768 -2.1789 -0.7651
O -0.2914 1.0683 -2.1242 -0.6998
H 1.3561 -3.3756 0.5033 0.1582
H 0.0226 -2.2553 0.0675 0.1822
H 1.3695 -1.6821 1.0353 0.1816
H 2.0824 -1.8506 -3.1814 0.4637
H 1.1502 2.6908 -0.5884 0.1847
H 2.4143 1.9080 -1.5589 0.1999
H 1.8628 1.5482 1.4270 0.1552
H 3.2146 2.4509 0.7263 0.1307
H 4.1749 0.5789 0.9417 0.4523
H -1.0131 2.2353 0.4027 0.1252
H -2.3594 1.0948 1.7898 0.1945
H -2.5037 -0.3106 0.7734 0.2063
H -3.8958 1.9917 -0.4672 0.2176
H -4.3743 1.8252 1.2068 0.1911
H -5.8399 0.2469 0.6082 0.1935
H -4.4943 -0.8138 0.2478 0.2118
H -4.5355 -0.3023 -2.0771 0.2122
H -6.1951 -0.6292 -1.5495 0.1675
H -4.9041 1.0610 -3.7465 0.1032
H -1.7699 3.5240 -1.0636 0.3530
H -0.7324 3.2695 -2.3192 0.3834
H -3.0223 1.5955 -2.6244 0.4701
C 4.6852 -2.6263 1.4339 -0.6306
C 4.1814 -2.1313 2.7767 0.0819
C 5.3233 -1.7756 3.7180 -0.6267
O 3.3253 -3.1006 3.3875 -0.7160
H 5.2804 -3.5381 1.5595 0.1796
H 3.8473 -2.8501 0.7748 0.2464
H 5.3065 -1.8750 0.9446 0.2091
H 3.5523 -1.2539 2.6174 0.1996
H 5.9401 -2.6584 3.9157 0.1875
H 4.9359 -1.4143 4.6712 0.2118
H 5.9633 -1.0041 3.2861 0.2040
H 3.8464 -3.8988 3.5265 0.4489
```

=====

21 unconnected molecules or ions with the total composition C19H64N2O28P, computed with ωB97M-V with the def2-TZVPD basis set.

Calculated values
Charge ... -1
E_HOMO ... -5.4 eV
LUMO ... 0.86 eV
Calculated total energy ... -90325.6694 eV

The geometry in XYZ format:
```
114
Properties=species:S:1:pos:R:3:mulliken_charge:R:1
C 4.1547 -3.8412 1.8468 -1.0061
C 3.5496 -2.4206 2.4854 0.2443
C 1.9142 -2.5348 2.4759 -0.4328
C 1.1637 -1.5357 3.5719 -0.4143
O 0.8985 -0.1823 3.0572 -0.2227
C -0.3607 -0.2646 2.2474 -0.4403
C -0.1584 -0.2444 0.5879 0.4897
C 1.3341 -0.0899 -0.1193 0.4339
C 1.6858 1.5452 -0.0934 -0.0664
O 1.9375 2.0524 1.2768 -0.3277
C 3.3076 2.5697 1.4241 0.2125
C 3.3707 3.5802 2.7489 -0.6580
C -1.5202 -0.3823 -0.3734 1.0512
C -1.4974 -0.4225 -2.0130 -0.1330
C -0.9209 0.9335 -2.7329 -0.1196
N -1.6192 2.0932 -2.9665 -0.7086
C -2.9489 -0.5001 0.4210 -0.9673
C -3.1698 -0.4895 2.0458 0.4163
C -1.8111 -0.3660 3.0056 0.5105
C -2.0751 -0.3432 4.6230 0.0777
O -1.6708 -1.2508 5.5146 -0.6604
O -2.8958 0.8039 5.1357 -0.6443
C -4.7553 -0.5808 2.4531 0.4228
O -5.3623 -0.7591 3.6300 -0.5753
N -5.4459 -0.4376 1.1082 0.2276
P -6.5517 0.9495 0.9135 0.2824
O -6.9984 1.6656 2.4411 -0.4915
O -5.8359 2.2309 -0.0386 -0.4890
C -4.4983 -0.6588 -0.0890 -0.2466
O -5.0392 -0.9690 -1.2692 -0.6512
H 5.2589 -3.7140 1.4662 0.2427
H 4.1598 -4.7224 2.6312 0.3137
H 3.4615 -4.1732 0.9550 0.2309
H 4.0029 -2.3566 3.5737 0.3014
H 3.8600 -1.5274 1.7929 -0.1778
H 1.6534 -3.6397 2.8424 0.3975
H 1.4105 -2.4147 1.4265 0.0873
H 0.1790 -2.1258 3.8959 0.2659
H 1.8055 -1.4348 4.5725 0.2273
H 2.1969 -0.6140 0.4721 -0.5065
H 1.3679 -0.4397 -1.2358 0.1045
H 0.7656 2.1689 -0.5270 -0.0636
H 2.5910 1.7805 -0.8188 0.2037
H 3.6637 3.1789 0.4683 0.1910
H 4.1147 1.7436 1.6142 -0.0552
H 4.4916 3.7801 3.0833 0.2883
H 2.8153 3.1026 3.6686 0.1123
H 2.8853 4.6300 2.5507 0.1353
H -0.9113 -1.3541 -2.4448 0.0980
H -2.6260 -0.5606 -2.3773 0.3568
H 0.1956 0.8997 -3.1359 0.2047
H -0.9552 2.7420 -3.4676 0.3122
H -7.3498 0.9332 3.0368 0.3149
H -6.2918 3.0899 0.2210 0.2824
O 0.4537 2.4533 5.0380 -0.6353
H 0.4916 2.3677 6.0024 0.2833
H -0.1945 1.7851 4.7690 0.3275
O -1.8725 0.2194 -5.4074 -0.6785
H -2.6178 0.4666 -5.9751 0.2996
H -1.9590 0.8044 -4.6398 0.4302
O 0.7064 -3.0939 -3.1676 -0.6512
H 0.5987 -2.7632 -4.0720 0.2812
H 0.3456 -3.9926 -3.2026 0.3100
O 2.5833 1.4373 -2.7892 -0.5447
H 2.6729 2.3861 -2.9645 0.2693
H 2.6945 1.0269 -3.6600 0.2392
O -5.0529 -3.5221 5.3583 -0.6370
H -4.6574 -3.5608 6.2421 0.2918
H -4.8390 -2.6304 5.0450 0.3506
O 0.0001 0.5416 -7.8706 -0.6256
H -0.3577 1.2536 -8.4219 0.3275
H -0.6917 0.3871 -7.2099 0.3410
O 5.2537 1.9162 4.1715 -0.6071
H 5.2916 1.8306 5.1360 0.3007
H 4.6055 1.2480 3.9026 0.3073
O 4.7100 1.8204 -3.9628 -0.5729
H 5.4995 2.3609 -4.1158 0.2666
H 4.9412 1.2815 -3.1913 0.3970
O -7.4519 -4.9415 3.4436 -0.7100
H -7.0348 -4.3517 4.0893 0.3529
H -7.2626 -4.5247 2.5895 0.3103
O 4.9839 -1.0155 0.1031 -0.5651
H 5.7588 -1.2260 0.6455 0.2780
H 5.0016 -1.6829 -0.5992 0.2631
O 0.7839 2.6488 -10.3112 -0.6462
H 1.5588 2.4382 -9.7688 0.3127
H 0.8016 1.9814 -11.0135 0.3251
O -9.0667 -5.6611 5.8090 -0.6447
H -9.8827 -5.9886 5.4020 0.3096
H -8.5063 -5.4267 5.0541 0.3737
O 6.6628 1.3651 -2.3965 -0.5751
H 6.9810 1.6625 -1.5309 0.2567
H 7.4079 0.8635 -2.7600 0.2752
O 2.9227 6.7452 1.4597 -0.6048
H 3.4052 7.3601 0.8871 0.2830
H 2.1238 7.2342 1.7078 0.3036
O -9.7329 0.1680 0.9588 -0.5847
H -10.0907 0.8799 0.4075 0.3040
H -10.4247 0.0135 1.6195 0.2965
O 3.2252 -3.3557 -5.2558 -0.6177
H 2.8674 -2.6438 -5.8072 0.3060
H 2.5334 -3.5103 -4.5951 0.3617
O -1.9474 -3.6326 0.1581 -0.6497
H -2.6928 -3.3854 -0.4096 0.3044
H -2.0339 -3.0476 0.9257 0.3402
O -3.2018 3.8536 3.9988 -0.6569
H -3.5727 2.9779 3.8132 0.3278
H -2.5995 3.6999 4.7421 0.3234
O 7.1605 -0.1752 -4.5363 -0.6061
H 6.3445 -0.5027 -4.9433 0.3074
H 7.7209 0.0592 -5.2912 0.2994
O 2.7788 2.2424 -7.2960 -0.6439
H 2.8166 2.1568 -6.3315 0.2986
H 2.1306 1.5742 -7.5649 0.3395
```

=====

A gas-phase ion, C7H16N3O (charge +1), computed with ωB97M-V with the def2-TZVPD basis set.

Calculated values
Charge ... +1
SMILES string ... CC/N=C/OC(=[NH2+])NC(C)C
E_HOMO ... -14.0 eV
LUMO ... -3.14 eV
Relative energy (zero: lowest compared OMol25 entry of this formula, charge and spin) ... 29.0 kcal/mol
Calculated total energy ... -14028.1559 eV

The geometry in XYZ format:
```
27
Properties=species:S:1:pos:R:3:nbo_charge:R:1
C 3.5675 -0.6487 0.5808 -0.6807
C 2.6133 -0.3708 -0.6527 -0.2626
N 1.4852 0.4340 -0.3888 -0.4472
C 1.1900 0.7794 0.7789 0.3674
O 0.1248 1.6126 0.9360 -0.4972
C -0.7521 1.7838 -0.0615 0.8406
N -0.7487 3.0189 -0.5201 -0.7273
N -1.5513 0.7970 -0.4981 -0.5560
C -1.7916 -0.5602 0.1183 -0.0309
C -1.2628 -1.7892 -0.7655 -0.6383
C -3.1849 -0.8427 0.5944 -0.6320
H 3.8102 0.0605 1.3051 0.2185
H 3.2766 -1.4281 1.2894 0.2209
H 4.5995 -0.9895 0.2990 0.2446
H 2.4927 -1.3365 -1.2118 0.2376
H 3.1141 0.1346 -1.4921 0.2275
H 1.5207 0.6881 1.8265 0.2140
H 0.1585 3.4298 -0.2798 0.4466
H -1.4929 3.3921 -1.0185 0.4326
H -1.8542 0.8983 -1.4567 0.4204
H -1.0742 -0.3739 1.0455 0.1993
H -2.2031 -2.2139 -1.2904 0.2318
H -0.4326 -1.3640 -1.3692 0.2301
H -0.9002 -2.6332 -0.1099 0.2471
H -3.8495 -0.6218 -0.2429 0.2209
H -3.4906 -0.0950 1.5072 0.2202
H -3.3643 -1.7616 1.0766 0.2520
```

=====

2 unconnected molecules or ions with the total composition C18H17FN2, computed with ωB97M-V with the def2-TZVPD basis set.

Calculated values
E_HOMO ... -6.1 eV
LUMO ... -2.65 eV
Relative energy (zero: lowest compared OMol25 entry of this formula, charge and spin) ... 72.3 kcal/mol
Calculated total energy ... -24636.0666 eV

The geometry in XYZ format:
```
38
Properties=species:S:1:pos:R:3:nbo_charge:R:1
C 1.8758 2.5537 2.0447 -0.6406
C 1.7044 2.3381 0.6002 0.2593
N 2.2582 3.2357 -0.2454 -0.5174
C 1.9772 2.8093 -1.4956 0.0715
C 2.4592 3.5697 -2.6715 -0.6275
C 1.2150 1.6066 -1.3928 -0.1769
N 1.0529 1.3290 -0.0726 -0.6153
H 1.3463 1.8119 2.6493 0.1862
H 2.9508 2.5034 2.2943 0.2225
H 1.4952 3.5585 2.3042 0.2213
H 2.1003 3.1264 -3.6075 0.2006
H 2.1163 4.6151 -2.6179 0.2108
H 3.5605 3.5985 -2.6922 0.2087
H 0.8410 1.0140 -2.2234 0.1789
F -5.2338 1.0045 2.3178 -0.3133
C -4.0492 0.5385 1.8128 0.4790
C -2.8749 1.2441 2.1160 -0.2993
C -1.6954 0.7952 1.5333 -0.0573
C -1.6346 -0.3736 0.7122 -0.1912
C -0.3503 -0.7827 0.2600 0.1501
C 0.0414 -2.0272 -0.3155 -0.1888
C 1.4333 -2.3602 -0.2296 -0.0319
C 1.9146 -3.5908 -0.6314 -0.2544
C 1.0316 -4.5581 -1.1491 -0.1270
C -0.3325 -4.2514 -1.2780 -0.2207
C -0.8142 -2.9967 -0.9248 -0.1239
C -2.8658 -1.0733 0.5018 -0.0914
C -4.0686 -0.5938 1.0102 -0.3061
H -2.8879 2.0934 2.7851 0.2502
H -0.7629 1.3155 1.7394 0.2576
H 0.4786 -0.1701 0.6223 0.3057
H 2.0977 -1.6208 0.2250 0.2329
H 2.9784 -3.8215 -0.5275 0.2319
H 1.4057 -5.5286 -1.4623 0.2262
H -1.0288 -5.0055 -1.6575 0.2253
H -1.8571 -2.7704 -1.1151 0.2081
H -2.8762 -2.0151 -0.0244 0.2109
H -5.0026 -1.1212 0.8056 0.2452
```

=====

C5H6O in the gas phase, computed with ωB97M-V with the def2-TZVPD basis set.

Calculated values
SMILES string ... CC#CCC=O
E_HOMO ... -9.7 eV
LUMO ... 0.87 eV
Relative energy (zero: lowest compared OMol25 entry of this formula, charge and spin) ... 37.9 kcal/mol
Calculated total energy ... -7327.6404 eV

The geometry in XYZ format:
```
12
Properties=species:S:1:pos:R:3:nbo_charge:R:1
C -0.5293 -1.5210 1.9554 -0.6847
C -0.0226 -0.8636 0.7497 0.0246
C 0.3672 -0.2949 -0.2390 -0.0485
C 0.7267 0.5295 -1.3943 -0.5800
C -0.0630 1.8327 -1.3814 0.4595
O 0.3514 2.8671 -1.8396 -0.5072
H 0.2438 -2.1234 2.4418 0.2376
H -1.3732 -2.1755 1.7160 0.2361
H -0.8760 -0.7714 2.6741 0.2373
H 0.4852 0.0089 -2.3323 0.2560
H 1.7933 0.7733 -1.4288 0.2555
H -1.0683 1.7577 -0.9179 0.1138
```

=====

Question: Which of these has the highest E_HOMO?
Answer: C13H30B2NO9

=====

Question: Among the records above, which one has the highest E_HOMO?
Answer: C13H30B2NO9